{"formula": "C30H80N4O12", "method": "ωB97M-V with the def2-TZVPD basis set", "species": ["C", "O", "H", "H", "H", "H", "C", "O", "H", "H", "H", "H", "C", "O", "H", "H", "H", "H", "C", "O", "C", "C", "N", "C", "C", "O", "C", "H", "H", "H", "H", "H", "H", "H", "H", "H", "H", "H", "H", "H", "H", "H", "C", "O", "C", "C", "N", "C", "C", "O", "C", "H", "H", "H", "H", "H", "H", "H", "H", "H", "H", "H", "H", "H", "H", "H", "C", "O", "C", "C", "N", "C", "C", "O", "C", "H", "H", "H", "H", "H", "H", "H", "H", "H", "H", "H", "H", "H", "H", "H", "C", "O", "C", "C", "N", "C", "C", "O", "C", "H", "H", "H", "H", "H", "H", "H", "H", "H", "H", "H", "H", "H", "H", "H", "C", "C", "C", "O", "H", "H", "H", "H", "H", "H", "H", "H"], "positions_angstrom": [[-25.710969, 30.469416, 8.160511], [-25.309158, 29.411773, 7.323837], [-25.454856, 31.324322, 7.534708], [-26.759848, 30.273907, 8.383545], [-25.261510, 30.666615, 9.133758], [-25.972643, 28.719203, 7.365403], [-19.937675, 27.476970, 10.953071], [-20.979930, 28.502216, 10.773877], [-20.365753, 26.516047, 10.667610], [-19.142176, 27.580773, 10.215164], [-19.533771, 27.408745, 11.963174], [-21.153370, 28.851891, 11.650945], [-23.377187, 29.801389, 5.723684], [-24.022544, 30.855409, 6.327678], [-22.531729, 29.519116, 6.351079], [-24.129376, 29.012557, 5.731410], [-22.988723, 29.947007, 4.715725], [-24.752542, 30.438895, 6.791589], [-26.080442, 23.475860, 11.571761], [-24.718954, 23.872876, 11.895665], [-24.409620, 25.196273, 11.670450], [-24.759059, 25.928141, 12.922000], [-24.987141, 27.365670, 12.741800], [-23.902269, 28.071851, 12.154153], [-24.120580, 29.643228, 12.269136], [-25.179830, 30.205889, 11.442092], [-25.157959, 29.798702, 10.097550], [-26.318881, 22.497273, 11.988441], [-26.207986, 23.425688, 10.490414], [-26.808896, 24.156952, 12.011721], [-24.815711, 25.582282, 10.735463], [-23.361177, 25.296632, 11.389761], [-23.856277, 25.719473, 13.496057], [-25.531379, 25.491064, 13.554917], [-25.647877, 27.836321, 13.343468], [-23.670827, 27.744617, 11.140516], [-22.944592, 27.868550, 12.633362], [-23.174533, 30.102711, 11.982835], [-24.273764, 29.886418, 13.320565], [-25.393518, 28.743074, 9.962367], [-24.263774, 29.851503, 9.476467], [-26.051196, 30.103250, 9.552141], [-19.258115, 26.759723, 8.194858], [-18.611586, 27.901276, 7.680194], [-18.618311, 28.041057, 6.269132], [-17.659126, 29.084416, 5.836711], [-16.347231, 28.551829, 6.120538], [-15.144729, 29.381091, 5.860073], [-13.919992, 28.923252, 6.606736], [-14.319056, 29.081642, 7.997509], [-13.343891, 29.182694, 8.978224], [-18.898263, 25.792762, 7.843304], [-20.289882, 26.920454, 7.882230], [-19.327136, 26.824375, 9.280752], [-19.519946, 28.521801, 5.889606], [-18.462082, 27.141276, 5.674075], [-17.691172, 30.095952, 6.241523], [-17.887633, 29.224450, 4.780169], [-16.279294, 28.332850, 7.104162], [-15.220738, 30.437734, 6.116629], [-14.865593, 29.299447, 4.809590], [-13.079723, 29.573716, 6.363948], [-13.533139, 27.975579, 6.232087], [-12.587985, 28.397407, 8.983379], [-13.907860, 29.360291, 9.893926], [-12.853866, 30.151782, 8.884235], [-22.920163, 26.679231, 5.079448], [-24.022156, 26.508917, 5.961084], [-24.098719, 27.273214, 7.117948], [-25.471383, 27.136822, 7.885257], [-26.556195, 27.859057, 7.161383], [-27.912196, 27.582290, 7.643660], [-28.250325, 28.442217, 8.883860], [-27.426486, 27.999173, 10.036981], [-27.992429, 28.409548, 11.268723], [-22.854670, 27.681314, 4.655609], [-23.122549, 25.991714, 4.258194], [-21.946482, 26.445045, 5.509798], [-23.858963, 28.320410, 6.933598], [-23.263379, 27.001842, 7.763448], [-25.327862, 27.603394, 8.859841], [-25.593301, 26.067377, 8.057099], [-26.505111, 27.601043, 6.186232], [-28.107960, 26.549817, 7.933125], [-28.554013, 27.847968, 6.803670], [-29.319303, 28.236648, 8.939741], [-28.193836, 29.523287, 8.756624], [-28.830278, 27.815534, 11.633758], [-28.175299, 29.482844, 11.320498], [-27.210461, 28.266916, 12.014568], [-14.255295, 32.379547, 4.590151], [-15.550105, 32.072950, 4.243757], [-16.634170, 32.654828, 4.977467], [-17.801997, 31.647014, 4.951040], [-18.359472, 31.333359, 3.613095], [-19.517513, 30.389328, 3.666575], [-20.624029, 30.910102, 4.708648], [-20.260425, 30.562961, 6.090638], [-21.014668, 31.233627, 7.083189], [-13.601455, 32.163785, 3.745146], [-13.924893, 31.870880, 5.495804], [-14.207586, 33.437892, 4.846510], [-17.054321, 33.565533, 4.550617], [-16.238304, 32.955331, 5.947565], [-18.533212, 32.217901, 5.523313], [-17.578194, 30.709975, 5.460914], [-17.619587, 31.025923, 2.998163], [-19.243440, 29.334413, 3.655276], [-20.012151, 30.438314, 2.696500], [-21.508807, 30.339936, 4.425495], [-20.787418, 31.985568, 4.639553], [-20.437659, 31.073076, 7.993896], [-22.061270, 30.966525, 7.229387], [-21.027843, 32.301154, 6.863387], [-22.858557, 30.298867, 8.496697], [-22.284370, 28.872707, 8.395860], [-20.787564, 28.791298, 8.052168], [-22.611122, 28.322481, 9.689991], [-22.863248, 30.914585, 7.597270], [-22.290850, 30.857827, 9.240576], [-23.886860, 30.373182, 8.850465], [-22.790074, 28.306362, 7.613800], [-20.320411, 27.808344, 7.991614], [-20.220745, 29.412297, 8.745841], [-20.729998, 29.303785, 7.091884], [-21.788830, 27.909149, 9.963124]], "forces_ev_per_a": [[-0.9, 4.2, -7.7], [4.6, 6.5, 3.5], [-2.0, 1.3, 0.1], [-0.3, 1.1, -0.5], [0.5, 2.7, -4.9], [-1.5, 1.7, 0.1], [-0.3, 0.6, 0.6], [7.4, -0.2, 4.6], [-0.4, -0.2, 0.5], [0.1, 1.6, 1.6], [-0.1, 0.2, 0.0], [-0.3, 0.2, 0.1], [-0.6, -0.2, -0.6], [2.2, 3.7, -4.1], [0.1, -0.4, -0.7], [0.6, 0.1, -1.2], [-0.8, 0.4, 0.0], [0.4, -0.5, -1.3], [0.9, 0.5, 0.3], [-0.9, -2.6, -0.4], [-0.5, 0.4, -1.4], [0.5, 2.0, 0.9], [-0.5, -1.5, -0.2], [-0.5, 1.9, 0.2], [0.2, -1.3, -1.3], [1.2, -0.7, 1.7], [-2.3, -5.4, 7.2], [0.6, 0.0, 0.1], [0.0, 0.1, -0.1], [0.0, 0.3, -0.1], [-1.1, 0.2, 0.0], [0.4, -0.3, 0.7], [0.4, 0.4, 0.8], [-0.4, -0.1, -0.7], [0.6, -0.1, 0.1], [-0.8, 0.3, 0.0], [0.4, 0.0, 0.9], [0.2, 0.2, -0.2], [-0.5, 0.2, -0.1], [0.4, -0.6, 0.8], [-0.9, -1.7, 4.3], [-1.2, -1.4, 6.1], [1.4, -2.2, -0.9], [2.1, -1.0, -0.2], [-1.2, 1.0, -0.3], [1.9, -2.1, 0.9], [2.4, 0.0, -0.3], [-0.2, -0.4, -0.7], [-0.4, 0.7, 0.9], [0.0, -1.3, -1.6], [0.0, 1.4, 0.2], [0.6, 0.1, -0.1], [0.2, -5.1, -0.5], [0.6, -1.0, -2.2], [-0.9, -0.8, 0.5], [0.3, -0.4, 0.5], [-1.3, -2.5, 2.7], [0.8, -0.4, 0.0], [-0.4, -0.1, 0.2], [-0.6, 0.1, 0.0], [-0.3, 0.3, -0.3], [0.0, 0.6, 0.2], [-0.5, -0.9, 0.9], [-0.2, -0.3, 0.3], [0.2, -0.9, 0.4], [0.7, 0.1, -0.3], [-0.5, 0.0, -0.1], [-0.9, -0.8, -1.2], [-0.4, -0.7, 0.8], [2.2, -1.4, -0.7], [-5.0, -9.9, -0.5], [0.5, 1.2, 0.7], [0.1, -1.4, 0.2], [-2.3, 0.3, -1.7], [1.1, 0.2, 0.9], [-0.1, 0.1, 0.1], [0.2, 0.0, 0.0], [0.0, -0.2, 0.4], [-1.4, -1.7, -0.1], [-0.7, -1.4, 0.6], [-0.1, -0.3, -0.3], [-0.7, -0.1, -0.2], [0.2, 0.0, -0.3], [0.3, -0.2, -0.2], [-0.4, 0.1, 0.3], [-0.3, -0.1, 1.1], [0.2, -0.2, -0.1], [-0.4, 0.0, -0.6], [-0.4, 0.1, -0.4], [0.1, -0.1, -0.2], [0.2, 1.1, 0.5], [-1.4, -0.4, -1.0], [0.1, -1.0, -1.0], [0.5, 1.7, -0.2], [-0.3, 0.3, 0.7], [-0.4, 2.2, 0.0], [1.8, -2.1, 0.0], [0.1, 1.0, -2.8], [2.4, 2.5, -1.4], [0.0, 0.0, 0.1], [0.2, -0.4, 0.1], [0.4, 0.4, -0.2], [0.5, 0.3, -0.6], [-0.5, -0.5, 0.6], [-0.5, -0.4, 0.1], [0.5, 3.8, -2.0], [0.0, -0.2, 0.0], [-0.2, -0.2, 1.0], [-0.2, 0.5, -0.2], [0.3, 0.6, 0.1], [0.1, 0.0, -0.3], [-0.5, 0.4, 0.0], [4.9, 0.3, -2.6], [0.2, 0.5, -0.1], [-0.1, 0.3, 1.2], [0.3, 0.9, 0.8], [-2.4, 2.4, 0.6], [-4.3, -1.0, -4.7], [-4.1, -1.1, 3.1], [0.3, 0.0, 0.3], [3.4, 1.5, -3.2], [1.7, 1.5, 1.6], [-3.2, 5.6, 0.5], [0.2, -0.2, 0.1], [0.3, -1.3, 0.6], [-1.4, -0.4, -0.3]], "relative_energy_kcal_mol": 703.4, "total_charge": 0}